Below is C31H48CoF3NO4SSbSi4Te as an isolated structure, with properties calculated with the ωB97M-V functional and the def2-TZVPD basis.

```
95
Properties=species:S:1:pos:R:3
Co -2.94 -1.10 -0.69
F -1.83 -1.54 7.92
C -1.79 -1.35 6.57
C -2.15 -0.11 6.06
C -2.11 0.07 4.69
C -1.71 -0.94 3.83
C -1.36 -2.17 4.38
C -1.39 -2.39 5.76
Sb -1.94 -0.69 1.68
C -3.92 0.16 2.22
C -4.76 -0.48 3.14
C -6.06 -0.05 3.37
C -6.53 1.03 2.66
F -7.81 1.46 2.87
C -5.75 1.70 1.74
C -4.45 1.24 1.53
C -0.95 1.30 2.03
C -1.26 2.49 1.37
C -0.51 3.66 1.52
C 0.57 3.63 2.36
F 1.31 4.77 2.53
C 0.94 2.49 3.04
C 0.19 1.34 2.85
H -2.47 0.67 6.74
H -2.39 1.04 4.29
H -1.07 -2.98 3.73
H -1.13 -3.34 6.19
H -4.40 -1.35 3.68
H -6.71 -0.57 4.06
H -6.16 2.54 1.19
H -3.86 1.73 0.78
H -2.10 2.52 0.69
H -0.77 4.57 1.00
H 1.80 2.50 3.69
H 0.50 0.43 3.36
O -2.96 -2.85 2.04
S -3.69 -3.12 0.74
O -4.41 -4.36 0.79
O -2.65 -3.07 -0.36
O -4.55 -1.92 0.40
C -1.50 2.13 -2.35
C -2.89 1.47 -2.44
C -3.96 2.46 -1.99
C -3.15 1.07 -3.90
N -2.91 0.29 -1.64
H -1.47 3.03 -2.97
H -0.73 1.43 -2.69
H -1.27 2.39 -1.32
H -4.03 3.31 -2.68
H -3.73 2.85 -0.99
H -4.94 1.96 -1.94
H -3.08 1.94 -4.55
H -4.15 0.63 -3.99
H -2.42 0.32 -4.21
C 3.42 -4.03 -0.90
Si 4.07 -2.29 -0.58
C 5.88 -2.30 -1.08
C 4.07 -2.05 1.29
Si 2.51 -0.80 -1.47
Te 0.36 -0.89 -0.22
Si 3.54 1.28 -1.32
C 3.58 1.79 0.49
C 5.33 1.38 -1.95
C 2.63 2.66 -2.21
Si 2.51 -1.32 -3.74
C 1.52 -2.89 -4.06
C 1.71 -0.01 -4.83
C 4.20 -1.60 -4.50
H 3.86 -4.76 -0.21
H 3.63 -4.35 -1.92
H 2.34 -4.03 -0.76
H 6.36 -3.18 -0.64
H 6.40 -1.41 -0.72
H 6.02 -2.34 -2.16
H 4.60 -2.86 1.81
H 3.04 -2.02 1.65
H 4.53 -1.10 1.56
H 4.37 1.26 1.03
H 2.63 1.52 0.96
H 3.74 2.86 0.61
H 5.89 0.48 -1.72
H 5.83 2.24 -1.49
H 5.35 1.51 -3.04
H 1.62 2.76 -1.80
H 2.53 2.48 -3.28
H 3.15 3.61 -2.06
H 0.57 -2.84 -3.53
H 2.05 -3.77 -3.69
H 1.32 -3.02 -5.13
H 0.69 0.21 -4.49
H 1.66 -0.37 -5.86
H 2.27 0.92 -4.81
H 4.74 -2.42 -4.01
H 4.83 -0.71 -4.42
H 4.09 -1.85 -5.56
```

- net charge = -2
- Kohn-Sham gap (spin up / spin down) (hartree) = 0.2205 / 0.2204

Here are the Löwdin charges for atoms 1 to 8, given in e:
1 Co 0.31
2 F 0.02
3 C -0.29
4 C -0.02
5 C -0.13
6 C -0.34
7 C -0.10
8 C -0.02


Below is C23H29KNO2S2 as an isolated structure, with properties calculated with the ωB97M-V functional and the def2-TZVPD basis.

```
58
Properties=species:S:1:pos:R:3
K -0.19 -0.09 0.03
C -6.82 -2.91 -5.13
C -5.40 -2.69 -4.61
C -5.27 -2.52 -3.21
C -4.00 -2.29 -2.65
C -3.86 -2.25 -1.14
C -2.88 -2.19 -3.54
C -1.60 -1.76 -3.08
O -1.24 -1.50 -1.87
C -3.00 -2.47 -4.94
C -1.92 -2.43 -5.97
C -4.30 -2.75 -5.42
H -7.35 -2.00 -5.23
H -7.38 -3.62 -4.46
H -6.88 -3.37 -6.11
H -6.14 -2.51 -2.58
H -4.65 -2.85 -0.69
H -3.95 -1.24 -0.68
H -2.86 -2.60 -0.89
H -0.80 -1.66 -3.82
H -1.09 -3.11 -5.63
H -1.59 -1.44 -6.20
H -2.39 -2.82 -6.92
H -4.36 -3.01 -6.51
S -2.72 1.67 0.95
C -2.13 1.76 2.52
N -2.26 0.86 3.49
C -1.89 1.19 4.84
C -1.29 2.60 4.82
S -1.20 3.10 3.11
H -2.71 -0.07 3.25
H -1.21 0.42 5.21
H -2.77 1.19 5.54
H -0.31 2.54 5.33
H -1.89 3.32 5.32
C 7.54 2.66 0.59
C 6.25 2.20 1.33
C 5.05 2.93 1.18
C 3.82 2.51 1.67
C 2.56 3.32 1.71
C 3.83 1.20 2.26
C 2.65 0.36 2.35
O 1.49 0.45 1.85
C 5.07 0.58 2.69
C 5.05 -0.44 3.86
C 6.26 1.04 2.17
H 7.20 3.45 -0.09
H 8.04 1.81 0.04
H 8.31 3.02 1.28
H 5.12 3.91 0.75
H 2.57 4.21 1.10
H 2.52 3.67 2.78
H 1.68 2.76 1.49
H 2.85 -0.52 3.00
H 5.01 -1.49 3.55
H 4.24 -0.26 4.55
H 5.96 -0.41 4.43
H 7.24 0.56 2.34
```

- net charge = +1
- Kohn-Sham gap (hartree) = 0.3057

Here are the Löwdin charges for atoms 1 to 8, given in e:
1 K 0.81
2 C -0.04
3 C -0.23
4 C 0.01
5 C -0.16
6 C -0.03
7 C -0.11
8 C -0.14


Below is an isolated molecule of C3H4S2, with properties calculated with the ωB97M-V functional and the def2-TZVPD basis.

```
9
Properties=species:S:1:pos:R:3
C -1.60 -0.79 1.85
C 1.03 -0.54 -0.81
C 0.71 0.74 -0.79
S -2.09 -0.11 0.48
S -0.75 1.39 -0.16
H -0.85 -0.04 2.18
H 1.89 -0.99 -1.30
H 0.38 -1.22 -0.31
H 1.27 1.56 -1.14
```

- Kohn-Sham gap (hartree) = 0.3047

Here are the Löwdin charges for atoms 1 to 8, given in e:
1 C -0.44
2 C -0.07
3 C -0.60
4 S 0.52
5 S 0.53
6 H -0.06
7 H 0.06
8 H 0.02


Below is a 4-piece molecular cluster, C21H27F4I2N2O6 overall, with properties calculated with the ωB97M-V functional and the def2-TZVPD basis.

```
62
Properties=species:S:1:pos:R:3
C -3.84 -1.53 3.01
C -2.58 -1.50 4.09
I -0.94 -2.86 3.59
C -2.08 0.05 4.44
I -3.97 1.20 4.74
C -1.13 0.72 3.30
C -1.16 0.32 1.72
C -0.10 1.09 0.82
N 0.88 2.13 1.13
N 0.83 2.39 2.46
C 0.01 1.83 3.53
C 0.24 2.34 5.09
F -1.05 2.73 5.77
F 1.14 3.50 5.24
C 0.88 1.14 6.07
F 1.31 -0.06 5.31
F 1.97 1.72 6.93
H -3.85 -2.53 2.36
H -4.90 -1.49 3.56
H -3.82 -0.63 2.25
H -3.04 -1.90 5.11
H -1.61 -0.01 5.52
H -1.89 -0.47 1.26
H -0.09 0.77 -0.33
H 1.52 3.14 2.75
H 0.05 0.77 6.84
O -1.45 1.65 -3.84
C -0.63 2.49 -3.48
O -0.44 2.87 -2.19
C 0.51 3.93 -2.15
C 1.29 3.82 -3.43
C 0.26 3.27 -4.39
H -0.03 4.88 -2.07
H 1.15 3.82 -1.27
H 1.73 4.77 -3.75
H 2.10 3.10 -3.31
H -0.32 4.07 -4.87
H 0.72 2.63 -5.15
O -3.03 -2.42 0.49
C -2.24 -2.75 -0.37
O -2.36 -2.43 -1.70
C -1.32 -3.07 -2.43
C -0.24 -3.35 -1.42
C -1.02 -3.59 -0.16
H -1.72 -3.99 -2.88
H -0.97 -2.41 -3.23
H 0.41 -4.19 -1.71
H 0.39 -2.47 -1.30
H -1.32 -4.64 -0.06
H -0.47 -3.27 0.72
O 1.16 -3.09 -4.06
C 1.98 -2.25 -3.71
O 2.17 -1.87 -2.41
C 3.12 -0.81 -2.37
C 3.90 -0.92 -3.66
C 2.87 -1.47 -4.62
H 2.58 0.14 -2.30
H 3.76 -0.92 -1.49
H 4.34 0.03 -3.98
H 4.71 -1.64 -3.53
H 2.29 -0.67 -5.09
H 3.33 -2.11 -5.37
```

- net charge = +1
- Kohn-Sham gap (hartree) = 0.2458

Here are the Löwdin charges for atoms 1 to 8, given in e:
1 C -0.25
2 C -0.78
3 I 0.88
4 C -0.67
5 I 0.91
6 C -0.07
7 C 0.12
8 C 0.02


Below is a 2-piece molecular cluster, C4H5NOS overall, with properties calculated with the ωB97M-V functional and the def2-TZVPD basis.

```
12
Properties=species:S:1:pos:R:3
C 0.28 -1.52 0.11
C -0.60 -1.66 -0.98
N -1.56 -0.74 -0.91
S -1.76 0.25 0.52
C -0.05 -0.33 0.73
H 1.14 -2.12 0.36
H -0.60 -2.20 -1.97
H 0.46 0.13 1.49
C 0.59 1.95 0.25
O 1.74 2.23 0.47
H -0.23 2.46 0.74
H 0.59 1.55 -0.81
```

- SMILES string = c1cnsc1.C=O
- Kohn-Sham gap (hartree) = 0.3387

Here are the Löwdin charges for atoms 1 to 8, given in e:
1 C -0.13
2 C -0.23
3 N -0.33
4 S 0.95
5 C -0.42
6 H 0.11
7 H 0.13
8 H 0.02


Number 1: M 1008.43 u. Number 2: M 454.72 u. Number 3: M 104.20 u. Number 4: M 733.26 u. Number 5: M 115.16 u.